The following is a DFT calculation (ωB97M-V/def2-TZVPD) of a 2-piece molecular cluster, C4H11NO overall in a non-equilibrium geometry.

The relative energy (zero: lowest compared OMol25 entry of this formula, charge and spin) comes out at 161.5 kJ/mol. Its structure (SMILES) is C=NCCC.O. Its charge is 0. The molecular weight is 89.14 g mol⁻¹.

CARTESIAN COORDINATES (ANGSTROEM)
1 C -1.403 0.293 -1.010
2 C 1.219 -0.583 -1.815
3 H -3.037 1.192 0.116
4 C -2.363 1.452 -0.692
5 H -2.918 1.774 -1.570
6 H 2.301 -0.396 3.059
7 H 1.969 -1.882 3.438
8 C -0.187 0.258 -0.089
9 H -1.110 0.333 -2.057
10 H -1.945 -0.645 -0.901
11 H -1.795 2.315 -0.366
12 O 1.701 -0.958 3.554
13 N 0.974 -0.498 -0.589
14 H -0.434 -0.290 0.820
15 H 2.104 -1.161 -2.121
16 H 0.645 -0.231 -2.679
17 H 0.141 1.256 0.166

=====

The following is a DFT calculation (ωB97M-V/def2-TZVPD) of a 2-piece molecular cluster, C4H11NO overall in a non-equilibrium geometry.

The relative energy (zero: lowest compared OMol25 entry of this formula, charge and spin) comes out at 299.3 kJ/mol. Its structure (SMILES) is CC(C)=CN.O. Its charge is 0. The molecular weight is 89.14 g mol⁻¹.

CARTESIAN COORDINATES (ANGSTROEM)
1 H 2.110 -0.585 -1.387
2 H -2.493 1.264 0.866
3 C 0.108 -0.169 -0.923
4 H -2.320 1.031 -1.174
5 H 1.403 -3.680 0.213
6 C -0.508 0.731 0.024
7 H 0.425 2.398 1.357
8 H 1.486 -0.455 0.273
9 C -1.850 1.299 -0.228
10 H -0.318 -0.138 -1.927
11 N 1.258 -0.781 -0.657
12 H -1.778 2.462 -0.391
13 H 0.610 -2.851 -0.739
14 C 0.297 1.194 1.241
15 O 0.512 -3.402 -0.026
16 H -0.277 0.820 2.192
17 H 1.336 0.862 1.287

=====

The following is a DFT calculation (ωB97M-V/def2-TZVPD) of one molecule with the formula C4H11NO in a non-equilibrium geometry.

The relative energy (zero: lowest compared OMol25 entry of this formula, charge and spin) comes out at 108.0 kJ/mol. Its structure (SMILES) is CCCNCO. Its charge is 0. The molecular weight is 89.14 g mol⁻¹.

CARTESIAN COORDINATES (ANGSTROEM)
1 H -2.423 0.861 -0.527
2 H -0.040 0.376 -1.254
3 C -1.961 -0.068 -0.880
4 O -2.175 -0.103 -2.264
5 H 1.514 -1.389 0.075
6 H -0.536 -0.234 1.552
7 C 1.277 0.625 0.843
8 H -2.525 -0.874 -0.389
9 H -2.058 -1.012 -2.562
10 H -0.738 1.393 0.786
11 H 2.991 -0.464 0.110
12 C 2.073 -0.662 0.664
13 C -0.224 0.427 0.739
14 H 1.428 0.990 1.868
15 H 1.574 1.465 0.218
16 N -0.563 -0.176 -0.563
17 H 2.388 -1.153 1.583

=====

The following is a DFT calculation (ωB97M-V/def2-TZVPD) of a 2-piece molecular cluster, C4H11NO overall in a non-equilibrium geometry.

The relative energy (zero: lowest compared OMol25 entry of this formula, charge and spin) comes out at 166.7 kJ/mol. Its structure (SMILES) is C=C(C)NC.O. Its charge is 0. The molecular weight is 89.14 g mol⁻¹.

CARTESIAN COORDINATES (ANGSTROEM)
1 H -1.546 0.536 -0.460
2 H 0.799 1.313 -2.521
3 C 0.682 1.807 -1.563
4 N 1.078 0.904 -0.491
5 H 2.053 0.684 -0.417
6 H -0.368 2.022 -1.426
7 H 1.245 2.735 -1.525
8 H -1.651 -0.481 1.031
9 H 0.204 -0.086 2.533
10 H -0.909 -3.236 -0.277
11 C 0.248 0.469 0.521
12 C 0.978 0.153 1.818
13 H 1.774 -0.590 1.724
14 C -1.051 0.172 0.430
15 H 1.448 1.073 2.155
16 H -1.690 -2.289 -1.158
17 O -1.811 -2.922 -0.442

=====

The following is a DFT calculation (ωB97M-V/def2-TZVPD) of a 2-piece molecular cluster, C4H11NO overall.

The relative energy (zero: lowest compared OMol25 entry of this formula, charge and spin) comes out at 183.8 kJ/mol. Its structure (SMILES) is C=CO.CCN. Its charge is 0. The molecular weight is 89.14 g mol⁻¹.

CARTESIAN COORDINATES (ANGSTROEM)
1 O 0.237 0.221 1.394
2 H 0.865 -0.336 -0.680
3 H 0.740 0.093 3.408
4 H -1.417 -1.658 2.192
5 H 0.815 0.991 1.399
6 H 1.032 1.541 -2.448
7 H -1.409 0.435 -1.421
8 C 0.088 -0.306 2.637
9 H -1.261 1.971 -2.194
10 N 0.925 -0.454 -1.686
11 C -0.760 -1.272 2.949
12 C 0.434 0.620 -2.529
13 H 0.606 0.342 -3.571
14 H -1.624 0.595 -3.202
15 C -1.058 0.908 -2.333
16 H -0.697 -1.632 3.961
17 H 1.929 -0.485 -1.801

=====

The following is a DFT calculation (ωB97M-V/def2-TZVPD) of a 2-piece molecular cluster, C4H11NO overall in a non-equilibrium geometry.

The relative energy (zero: lowest compared OMol25 entry of this formula, charge and spin) comes out at 191.9 kJ/mol. Its structure (SMILES) is C=CN.CCO. Its charge is 0. The molecular weight is 89.14 g mol⁻¹.

CARTESIAN COORDINATES (ANGSTROEM)
1 H 0.885 -0.604 2.105
2 C -1.597 -0.346 -1.838
3 O -1.663 0.280 0.539
4 C -1.756 0.753 -0.787
5 H 3.271 -0.526 1.616
6 N 0.706 -0.701 1.115
7 H -2.581 -0.812 -1.883
8 H 1.308 0.808 -0.306
9 H -0.986 1.533 -0.923
10 H -1.372 0.030 -2.835
11 H -2.704 1.271 -0.874
12 H 3.750 0.476 0.138
13 H -0.830 -1.059 -1.539
14 H 0.782 -1.680 0.867
15 C 2.965 0.078 0.771
16 C 1.698 0.072 0.379
17 H -0.753 -0.077 0.706

=====

| no. | total energy (a.u.) |
| --- | --- |
| 1 | -288.955497 |
| 2 | -288.903026 |
| 3 | -288.975864 |
| 4 | -288.953531 |
| 5 | -288.947015 |
| 6 | -288.943925 |